90
Properties=species:S:1:pos:R:3:mulliken_charge:R:1 method="wB97M-V/def2-TZVPD" e_homo_ev=-7.54
C -1.65244 2.56638 -1.32123 -1.013
C -0.73015 2.11593 -0.09539 0.029
C -1.19189 0.68098 0.34591 -0.767
N -0.32055 0.00972 1.35097 -0.099
N 0.99413 0.50937 1.36754 0.668
C 1.45086 0.86536 2.69154 0.021
C 0.80912 2.05774 3.30476 0.048
C 1.16474 2.51332 4.65841 -0.870
C 2.18905 1.77583 5.43881 -0.429
C 2.82593 0.58808 4.88307 -0.711
C 2.43434 0.17656 3.51600 0.690
S 3.28760 -1.30308 2.86686 -0.447
C 3.00635 -1.13279 1.07371 0.135
C 3.87636 -1.87318 0.13769 -0.159
C 3.69495 -1.78494 -1.30551 0.110
C 4.68883 -2.57138 -2.23342 -0.675
C 5.93174 -1.57370 -2.46177 -0.591
N 5.56750 -0.35276 -3.21411 -0.648
C 2.59627 -0.96824 -1.83259 -1.173
C 1.74790 -0.23300 -0.89316 0.301
C 1.92890 -0.27269 0.58574 -0.447
H -1.34870 1.92084 -2.19980 0.272
H -1.33299 3.61002 -1.61312 0.418
H -2.74221 2.49785 -1.09168 0.006
H 0.32028 2.16567 -0.48943 0.300
H -0.81748 2.84572 0.75872 0.198
H -2.22614 0.78837 0.82461 0.206
H -1.36399 0.07194 -0.59314 0.204
H -0.28421 -0.99414 1.13411 0.361
H 0.02373 2.65096 2.78479 0.145
H 0.68515 3.40525 5.13561 0.351
H 2.49040 2.12771 6.45880 0.322
H 3.61368 -0.00614 5.41522 0.325
H 4.69467 -2.47785 0.60638 0.610
H 5.04481 -3.54008 -1.77813 0.097
H 4.19020 -2.67243 -3.23228 0.369
H 6.81237 -2.11447 -2.90209 0.351
H 6.23481 -1.22055 -1.43051 0.293
H 4.93812 0.23685 -2.65453 0.334
H 4.98794 -0.61993 -4.02083 0.272
H 2.36166 -0.86818 -2.92461 0.334
H 0.92099 0.37843 -1.32537 0.200
O 5.64751 -5.04753 -0.24534 -0.590
C 5.12050 -5.65074 0.64804 0.525
C 5.00556 -5.19225 2.08197 -0.188
C 4.62749 -6.47643 2.79805 -0.582
C 3.88208 -7.23837 1.72192 -0.438
O 4.49779 -6.84610 0.48640 -0.367
H 4.21753 -4.43871 2.15215 0.063
H 5.95178 -4.79257 2.44214 0.391
H 4.03799 -6.31953 3.70150 0.339
H 5.53335 -7.02071 3.07792 0.276
H 2.82232 -6.97258 1.68230 0.255
H 3.97024 -8.31724 1.84769 0.330
O -3.34314 0.93631 2.78257 -0.596
C -3.56883 -0.02288 3.46432 0.498
C -2.60250 -0.67191 4.42349 -0.030
C -3.26413 -2.01419 4.68295 -0.572
C -4.73308 -1.69197 4.49913 -0.458
O -4.77098 -0.65752 3.50496 -0.362
H -2.54007 -0.06558 5.32953 0.269
H -1.61902 -0.78611 3.97003 0.038
H -3.03504 -2.43581 5.66184 0.332
H -2.94466 -2.73332 3.92385 0.268
H -5.19328 -1.31151 5.41513 0.256
H -5.30173 -2.55416 4.15109 0.337
O -4.36582 3.53625 -3.02262 -0.528
C -5.48728 3.42459 -2.60955 0.408
C -5.92837 2.53645 -1.47148 -0.259
C -7.43439 2.50020 -1.66099 -0.599
C -7.71054 3.84118 -2.30878 -0.419
O -6.54204 4.13009 -3.09101 -0.383
H -5.64701 3.00453 -0.52574 0.245
H -5.48688 1.54509 -1.55479 0.286
H -7.99073 2.34582 -0.73646 0.323
H -7.69797 1.69398 -2.35065 0.286
H -7.84292 4.63913 -1.57328 0.265
H -8.58591 3.81091 -2.95705 0.317
O 0.31976 1.56905 -6.65803 -0.595
C -0.42738 2.36234 -6.15571 0.491
C -0.07507 3.76918 -5.73315 -0.470
C -1.24391 4.13525 -4.83455 0.017
C -2.37082 3.30976 -5.41671 0.044
O -1.74285 2.11971 -5.92520 -0.364
H -0.02707 4.40485 -6.61973 0.264
H 0.87053 3.79029 -5.19445 0.302
H -1.46188 5.20307 -4.80882 0.438
H -1.03638 3.80998 -3.81297 -0.228
H -2.87413 3.81901 -6.24374 0.302
H -3.11125 3.04136 -4.66467 -0.079

***

85
Properties=species:S:1:pos:R:3:mulliken_spin:R:1 method="wB97M-V/def2-TZVPD" s2=8.792 e_homo_ev="-0.09 / -3.10" charge=-1 e_above_lowest_kj_mol=0.00 spin_multiplicity=6
Ru 0.31815 0.04102 -0.74796 2.347
N -1.91922 -1.28147 -0.01152 -0.153
N -0.52973 -2.37229 -2.19773 0.086
C 2.13553 0.95570 -1.13663 -0.049
C 2.29477 -0.38003 -0.62195 0.114
C 1.82101 -0.38967 0.75469 -0.106
C 2.03276 -1.63723 1.56019 0.062
H 2.07868 -2.52257 0.91735 -0.007
H 1.20443 -1.83592 2.25133 -0.070
H 2.95442 -1.59101 2.15542 0.010
C 1.40761 0.97113 1.07439 0.180
C 0.95463 1.68243 2.31114 0.005
H 1.78359 2.06750 2.92823 0.009
H 0.37080 0.99885 2.93876 -0.002
H 0.25728 2.49777 2.05415 0.003
C 1.50879 1.74160 -0.11848 0.118
C 1.15729 3.18827 -0.20837 -0.007
H 0.27852 3.41413 0.40276 0.010
H 0.92637 3.45080 -1.24018 -0.014
H 1.96275 3.84714 0.14217 0.008
C 2.86840 -1.54314 -1.34647 0.037
H 3.93253 -1.66883 -1.10898 0.006
H 2.76385 -1.38009 -2.42437 -0.009
H 2.34901 -2.47539 -1.08866 0.005
C 2.62894 1.50808 -2.41557 0.009
H 1.82714 2.12371 -2.83561 0.019
H 2.86701 0.69108 -3.09602 -0.003
H 3.51879 2.13992 -2.27618 0.004
C -2.60268 -0.74914 0.98483 0.544
H -2.93282 0.29899 0.94006 0.100
C -2.79876 -1.49501 2.24636 -0.114
H -3.52137 -1.08649 2.94785 -0.050
C -2.45748 -2.88845 2.24563 0.085
H -2.76363 -3.51404 3.07236 0.060
C -1.70770 -3.36229 1.20975 0.051
H -1.29248 -4.37095 1.19124 0.004
C -1.42970 -2.55748 0.05758 0.057
C -0.63320 -3.04996 -0.99602 0.316
H -0.33592 -4.09219 -1.03768 0.022
C -0.40773 -0.97811 -2.24905 -0.056
C -0.39453 -2.91066 -3.49258 0.032
H -0.40053 -3.97080 -3.65001 0.015
C -0.34369 -1.88609 -4.36178 0.001
H -0.34213 -1.86307 -5.44502 0.006
N -0.37286 -0.70275 -3.62080 -0.009
C -0.57147 0.58946 -4.21120 0.233
C 0.39886 1.12689 -5.07510 0.055
C 0.19657 2.42058 -5.57667 -0.003
H 0.98147 2.87635 -6.18776 0.001
C -0.97979 3.12783 -5.30979 -0.014
C -1.18414 4.52140 -5.82899 -0.001
H -1.06269 5.26337 -5.02694 0.000
H -2.19975 4.63037 -6.22997 0.000
H -0.46069 4.74619 -6.61964 0.000
C -1.98569 2.51199 -4.55830 0.010
H -2.93553 3.02973 -4.39335 0.009
C -1.80504 1.23366 -4.02458 -0.192
C -2.93890 0.52378 -3.35781 0.039
H -3.38693 -0.23663 -4.01857 0.000
H -3.72150 1.25342 -3.12245 -0.003
H -2.63146 0.03552 -2.42494 0.011
C 1.63719 0.37469 -5.45991 0.003
H 1.52748 -0.10333 -6.44835 0.001
H 1.91355 -0.40316 -4.73712 -0.002
H 2.47205 1.08734 -5.54477 -0.001
C -1.59299 -2.47007 6.36764 0.048
C -0.11216 -2.34805 6.07953 0.010
N 0.17264 -1.89444 4.69458 0.030
C -0.40644 -0.78882 4.19205 0.551
S -0.81421 -0.76554 2.55640 0.418
N -0.65780 0.33588 4.87894 -0.039
C 0.00874 0.94073 6.05919 0.071
C 1.21984 1.78125 5.75285 0.032
H -2.18493 -1.64384 5.94652 0.020
H -1.72113 -2.46938 7.45221 -0.047
H -1.97479 -3.42134 5.97768 0.016
H 0.39351 -1.61576 6.71595 -0.013
H 0.40117 -3.31553 6.15094 0.021
H 0.19160 -2.64479 4.00452 0.030
H -1.27434 0.95253 4.34899 0.060
H -0.78619 1.56122 6.49055 -0.014
H 0.23544 0.12320 6.73941 -0.003
H 1.03461 2.55585 5.01156 -0.004
H 1.53066 2.27778 6.66950 -0.017
H 2.05635 1.17670 5.40864 0.012